DFT (the ωB97M-V functional and the def2-TZVPD basis) results for a molecular structure, C28H47ClN4O4Si4Ti at a distorted geometry.

The value obtained for the largest force on an atom is 2.608 eV/A. As for the HOMO-LUMO gap (alpha / beta): 7.638 / 7.455 eV. Its total charge is +1. Its spin multiplicity is 2.

Atoms and positions in Å:
N 2.668 -2.664 0.183
C 3.321 -2.503 -1.136
H -3.576 -1.298 0.404
C -2.681 0.969 3.569
H -2.837 4.599 1.217
H -1.693 0.621 3.834
H 3.828 -3.417 -1.462
H -0.052 0.223 -2.252
H 2.215 -4.291 1.352
C -1.963 -4.150 -0.589
C -4.855 1.621 1.819
N 2.870 0.132 0.337
Si -3.242 0.669 1.829
H -2.837 -0.267 -2.974
H -4.745 2.636 1.395
C -1.316 2.440 -3.116
H 0.473 5.329 0.231
C 0.834 -0.598 -4.078
H -1.590 5.317 2.228
H 4.585 -1.105 2.433
H 0.805 2.073 2.678
H -4.503 2.898 -0.881
Ti 1.061 -1.065 0.553
Si -0.628 3.372 1.172
C -0.028 4.451 -0.241
H -2.781 -1.765 1.898
C 2.491 1.324 -0.170
H 1.415 1.485 -0.298
C 0.030 -5.383 -0.151
H -0.958 3.394 -2.647
H 4.261 -3.494 1.321
C 2.586 -2.182 -3.563
H -0.431 1.846 -3.415
H -3.016 -4.048 -0.796
C 1.781 -1.538 -4.515
C 2.353 -1.996 -2.188
C 4.150 -0.057 0.673
H -2.647 2.065 3.629
C 5.080 0.921 0.481
H 3.060 3.220 -0.865
H 5.508 -1.640 1.066
C 4.709 2.066 -0.205
H 5.416 2.868 -0.317
H -3.394 0.598 4.290
H -1.929 2.695 -3.988
O -0.397 0.130 0.416
N 0.043 -2.954 0.052
H -3.973 3.766 -2.299
H -2.528 3.920 2.755
H -5.130 1.815 2.834
H -4.169 0.834 -3.382
Cl 0.514 -2.363 3.553
H -3.077 3.972 -0.793
H -0.899 4.849 -0.778
N 1.393 -1.140 -1.759
C 4.519 -1.360 1.368
Si -1.567 1.346 0.407
C -3.546 -1.135 1.487
C 2.145 -4.038 0.281
H 0.466 3.674 3.355
H -1.784 -2.059 -0.451
H 3.375 -2.858 -3.893
C 0.696 3.126 2.438
H 1.917 -1.780 -5.579
H -4.071 -0.024 -1.759
O 0.736 -3.689 3.035
C -1.347 -5.379 -0.467
H 0.593 -6.284 -0.025
C 3.591 -2.566 1.354
H 0.699 4.005 -0.906
C 0.715 -0.435 -2.683
H 1.662 3.536 2.023
H 4.123 -1.794 -1.099
C -3.634 3.262 -1.430
H -1.908 -6.278 -0.673
Si -2.547 1.833 -1.774
C 3.399 2.290 -0.483
H 0.262 -0.001 -4.755
H -5.655 1.087 1.300
H 6.123 0.786 0.797
O 1.280 -1.390 2.549
C 0.699 -4.139 0.002
C -3.512 0.479 -2.579
H -4.547 -1.385 1.884
H 2.717 -4.785 -0.303
H 2.990 -2.593 2.233
C -1.245 -3.012 -0.354
O -0.888 -2.019 3.435
C -2.030 4.379 1.922

=====

DFT (the ωB97M-V functional and the def2-TZVPD basis) results for a molecular structure, C28H47NO2P2V at a distorted geometry.

The value obtained for the largest force on an atom is 6.533 eV/A. As for the HOMO-LUMO gap (alpha / beta): 4.067 / 5.124 eV. Its total charge is +2. Its spin multiplicity is 2.

Atoms and positions in Å:
H -1.591 0.417 4.046
C 1.175 -1.993 -0.475
C -0.611 0.251 -3.884
C 2.974 -3.646 1.195
H 1.796 -0.968 2.971
H 0.135 -1.887 -4.919
C 0.221 -2.315 -3.911
H -1.083 4.125 3.574
H -2.233 2.036 3.732
H -0.827 -2.829 -0.233
H 3.270 -2.582 1.237
C 0.772 -0.590 3.091
C -1.209 1.452 -3.200
H 0.323 -4.041 -0.785
C -0.913 3.755 -1.903
O -3.146 2.608 0.414
H -4.620 -1.491 0.936
C -2.657 -0.687 1.286
C 1.102 2.718 1.367
H -0.254 -3.300 -3.893
H 2.514 -5.082 -0.393
H 3.060 -0.075 1.785
H -0.401 4.454 -1.238
H -2.335 -2.766 -3.115
C 1.476 1.316 1.455
H 1.961 1.141 -2.304
C -0.708 4.210 2.550
H -2.649 -1.793 -1.678
H 4.208 -4.604 -0.299
C -3.314 1.411 0.627
H 1.614 -1.604 0.448
H 0.542 -0.445 4.160
H 1.745 4.729 1.349
C 1.435 2.100 -2.421
C 1.646 -3.890 1.866
C 0.218 -3.181 -0.100
C -0.371 1.669 2.797
H -0.875 1.822 4.872
H -5.226 0.588 0.078
H 0.090 -1.361 2.722
C 3.073 -3.287 -1.419
H 2.835 0.377 0.097
H 1.282 -2.464 -3.680
H 3.749 -3.485 -2.247
H -4.376 -0.800 2.558
C -2.263 -1.755 -2.697
V -0.400 1.517 0.574
P -0.261 2.053 -1.695
H -1.201 -0.105 -4.734
H 2.347 -1.445 -2.265
H -1.337 2.274 -3.902
H 0.014 5.030 2.507
C 1.952 3.805 0.801
N -2.290 0.490 0.657
H -1.981 3.740 -1.637
H -2.196 1.199 -2.816
H -0.814 4.085 -2.947
C -0.084 2.911 2.164
C -1.318 1.474 3.928
C 0.439 -3.615 1.319
C 3.179 -4.219 -0.255
H 1.642 -4.281 2.883
C -4.605 0.693 0.979
H 3.021 3.598 0.938
C 0.564 0.688 2.366
C -4.157 -0.664 1.490
H -2.892 -1.086 -3.291
H -1.556 4.456 1.904
H -5.150 1.242 1.754
H 2.055 2.849 -1.917
H 3.567 1.510 1.238
H 1.396 2.341 -3.495
H 0.408 0.442 -4.235
O -1.888 -1.542 1.713
H 0.507 -1.136 -0.769
H 3.696 -4.147 1.848
P -0.528 -1.151 -2.691
H 1.785 3.977 -0.273
C 2.806 0.747 1.113
C 2.212 -2.248 -1.518
H -0.482 -3.739 1.847

=====

DFT (the ωB97M-V functional and the def2-TZVPD basis) results for a molecular structure, C28H48BKO32 at a distorted geometry.

The value obtained for the largest force on an atom is 5.556 eV/A. As for the HOMO-LUMO gap (alpha / beta): 6.662 / 2.424 eV. Its total charge is +1. Its spin multiplicity is 2.

Atoms and positions in Å:
H 0.857 0.941 9.208
H -1.911 -3.973 0.038
H 1.189 3.554 -4.546
O -2.892 -3.109 -1.558
O -3.548 3.706 5.323
H 1.095 -2.731 -0.245
H 1.508 3.727 -6.258
O -1.067 -4.823 -6.418
H 3.456 2.868 3.715
H -0.884 -3.001 -1.183
C -3.987 4.928 5.431
O 1.836 -1.427 3.246
C 1.377 -2.142 0.628
H 4.857 1.584 -0.246
C -1.831 -3.140 -0.660
C 3.902 0.891 2.154
H 1.399 -0.700 9.951
H 0.336 1.859 5.013
H 0.122 4.537 -5.515
H -2.122 -0.450 -6.868
H -0.188 -0.528 9.048
H 1.554 -1.105 0.344
C -1.686 -1.999 3.290
C -0.428 1.746 5.782
H 8.398 -3.389 -1.489
C -1.860 2.304 0.452
O 5.548 -1.256 -2.554
H -5.385 6.414 8.064
O 0.773 1.592 -1.447
H -1.779 -3.027 2.941
H -1.854 3.636 4.218
C 7.904 -2.819 -0.702
H -2.867 2.298 3.887
O -0.865 1.950 2.656
O -0.037 0.923 0.744
H 1.887 2.393 3.157
O 0.417 -2.311 1.676
C 0.711 3.619 -5.523
C -1.809 -2.812 -4.855
C 6.726 -1.856 -2.445
H 0.165 -5.099 -8.135
C 1.147 0.840 -2.382
K -3.316 5.840 1.179
O 0.043 0.989 6.871
H -1.806 -2.234 -0.054
H -4.248 7.109 6.847
C -2.904 3.360 4.129
H -3.356 3.924 3.313
O -4.534 5.038 6.711
O 7.583 -2.093 -3.286
C 0.292 -0.522 -2.290
H -6.668 -3.067 -0.864
C 0.821 -0.148 9.209
H 0.367 -6.128 -6.634
O -2.211 -2.838 -6.205
O 3.962 0.381 3.308
O -0.209 2.546 -5.620
O 1.374 -0.417 7.974
H -1.142 0.029 -5.503
H 7.637 -3.369 0.201
O -4.979 -3.012 -1.967
C 1.028 0.097 6.763
H -7.013 -3.241 -2.532
H -0.536 0.230 -7.171
H 2.700 3.959 2.630
O 4.224 0.180 1.047
O 1.683 -0.113 5.822
O 1.977 1.068 -3.275
H -1.180 1.149 5.266
C 4.142 0.762 -0.288
H -2.022 -1.267 2.557
C -4.100 -2.684 -1.105
H 3.946 -0.550 -3.481
O -2.493 -4.008 -8.132
O 6.721 -2.229 -1.137
O 0.447 -1.504 -3.004
O -4.322 -2.218 -0.002
O -2.777 3.113 0.661
C 2.803 2.895 2.842
H -2.184 -1.924 -4.348
O -3.929 5.854 4.575
H -0.729 -2.788 -4.710
H 5.383 -0.622 -4.406
C -1.973 -3.939 -7.021
C -5.031 6.374 7.034
H -5.915 6.625 6.448
H -2.120 -3.691 -4.292
O -1.554 1.754 -0.696
H 8.603 -2.012 -0.479
C 4.798 -1.198 -3.689
C -1.378 2.749 -6.319
C -0.851 1.704 1.445
H 2.307 -2.573 0.999
H -2.278 -1.880 4.198
H 3.170 1.164 -0.571
H 4.568 -2.189 -4.079
O -1.773 3.877 -6.735
O -0.381 -1.792 3.722
C -1.411 0.301 -6.524
C -6.347 -2.718 -1.845
O 3.395 2.046 1.847
H 4.452 0.047 -1.050
B -0.316 0.947 -0.678
C 0.740 -1.820 2.900
O -0.518 -0.413 -1.274
H -6.519 -1.645 -1.765
O -2.073 1.536 -6.541
H -0.905 2.677 6.088
C -0.322 -5.649 -7.330
H -1.007 -6.448 -7.615

=====

DFT (the ωB97M-V functional and the def2-TZVPD basis) results for 9 unconnected molecules or ions with the total composition C28H48Cl4O21 at a distorted geometry.

The value obtained for the largest force on an atom is 2.259 eV/A. As for the SMILES: CCOC(=O)OC.CCOC(=O)OC.CCOC(=O)OC.O=C1OCCO1.O=C1OCCO1.O=C1OCCO1.O=C1OCCO1.ClCCCl.ClCCCl. As for the HOMO-LUMO gap: 10.904 eV. Its spin multiplicity is 1.

Atoms and positions in Å:
H 0.429 1.630 -0.619
H -8.457 2.055 -0.355
H 5.048 -7.557 -0.994
O -1.964 5.011 -5.604
H -0.473 -3.034 3.944
O -6.107 1.738 -0.842
H 0.928 -0.834 -0.702
H -8.710 0.826 0.929
H -1.588 2.070 3.256
C 0.176 -0.418 -1.372
H 4.762 1.570 -1.008
H 7.209 -6.593 -2.995
O 3.118 0.099 1.985
C 3.926 0.925 -1.279
H 2.246 -3.723 -0.037
H 1.168 2.629 -4.944
C -0.391 -2.189 3.259
O -4.368 0.305 -0.953
O -2.517 -3.526 -0.389
H 1.215 -1.631 1.822
O -4.689 1.985 -2.424
C -1.034 4.540 -5.032
H -4.224 2.836 2.084
O -4.178 2.055 3.998
C 0.858 -2.439 2.457
H 3.647 -2.608 0.015
C -4.993 1.246 -1.370
O 3.488 0.210 -0.120
C 1.039 3.677 -4.672
C 5.703 -6.808 -1.435
O 4.938 -5.678 -1.893
H 5.847 -7.517 -3.469
C -3.524 -4.226 0.386
H 7.058 -8.211 -2.341
C -2.276 2.899 3.042
H -1.302 -2.136 2.669
C 0.319 3.846 -3.334
H -1.041 1.382 -1.450
O -1.017 4.185 -3.736
H -3.243 -6.183 1.318
H -6.708 -0.029 0.072
C -6.664 1.044 0.271
C 2.195 5.343 2.729
C 2.945 -3.135 -0.626
H 2.014 4.160 -4.650
H -3.018 -6.158 -0.441
C 2.920 0.648 3.262
H 0.740 -3.311 1.817
H 4.537 0.284 -3.284
C 1.320 4.589 0.769
H 2.171 1.448 3.296
H 2.358 -2.473 -1.255
C 0.848 4.651 3.007
H 3.070 4.834 3.128
O -1.506 -5.229 0.629
C 4.267 -0.125 -2.314
O 3.411 2.141 1.034
H 2.225 6.383 3.050
O 4.283 -5.242 0.228
H -3.696 2.039 -4.190
H -3.412 1.315 2.118
H 3.140 1.580 -1.665
H 5.078 -0.741 -1.923
H -3.606 -3.727 1.352
H -4.466 -4.194 -0.152
H 0.315 2.961 -2.698
Cl 2.246 -2.840 3.529
O 0.424 4.222 1.716
H -6.020 1.155 1.147
O 0.174 4.290 -5.612
H -0.593 -1.173 -1.499
H -1.805 3.509 2.281
C 3.335 0.939 0.982
H 3.382 -0.747 -2.419
H -8.001 2.413 1.277
C -1.332 -4.075 -0.090
C -3.595 2.200 2.723
C 6.491 -7.320 -2.608
O 3.705 -3.950 -1.531
H -2.659 1.904 -2.753
H 3.824 0.973 3.773
O -2.625 3.643 4.206
O -4.237 3.462 5.767
H 1.055 3.789 3.642
H 2.421 -0.079 3.900
Cl -1.094 0.555 0.784
O 1.217 4.273 -0.374
C -0.338 0.872 -0.795
H 0.091 5.279 3.466
C -8.053 1.602 0.549
O 2.320 5.302 1.298
Cl -0.288 -0.698 4.223
H -3.560 0.481 -3.320
C -3.730 3.096 4.762
H 6.378 -6.447 -0.655
C 4.306 -4.988 -0.946
Cl 0.839 -0.056 -2.986
C -2.886 -5.588 0.481
C -3.580 1.566 -3.222
O -0.262 -3.655 -0.385
H 0.658 4.638 -2.665

=====

DFT (the ωB97M-V functional and the def2-TZVPD basis) results for a molecular structure, C28H48F6OP2Tm at a distorted geometry.

The value obtained for the largest force on an atom is 1.734 eV/A. As for the HOMO-LUMO gap (alpha / beta): 8.038 / 8.085 eV. Its total charge is +1. Its spin multiplicity is 3.

Atoms and positions in Å:
H 1.717 -2.139 -4.639
C 1.109 -1.230 -4.530
F -0.481 -2.544 3.701
C -2.852 1.163 -1.957
F 0.646 -2.195 5.551
H 2.209 -2.988 1.570
C 3.496 1.633 0.902
C -2.346 1.677 2.981
C -2.596 -0.508 -0.008
H -2.281 -1.167 -3.752
C -1.991 3.192 0.279
C 1.952 -0.161 -3.781
H 2.229 0.581 -4.543
H -0.928 -3.291 -1.896
H 2.599 0.783 3.642
H -2.982 3.673 0.342
C -2.093 1.718 0.435
H 0.901 4.033 -0.662
H 4.146 2.429 1.291
P 1.776 2.229 0.701
C 0.688 -2.053 4.195
H -2.210 0.914 -4.850
H 0.962 -0.854 -5.553
H 1.758 -4.517 0.778
C 1.540 3.207 2.227
H -2.742 -2.381 2.058
H 3.889 1.285 -0.062
H 0.660 3.854 2.119
H -0.034 2.067 -2.002
C -2.834 -1.355 2.432
C -1.200 0.498 -4.752
C 1.401 -3.522 1.063
H -0.850 0.335 -5.781
H 2.119 -2.449 -2.482
O 0.424 -0.364 2.418
H 2.892 -3.557 -1.306
C -2.418 0.785 -0.599
H -4.200 -1.663 -0.859
H -2.185 1.901 -2.399
C 0.947 -0.581 3.712
H -2.874 -2.629 -0.195
C -2.181 1.024 1.680
Tm -0.183 0.017 0.464
C -0.279 1.601 -4.151
C 0.300 1.371 -2.783
C -3.106 -1.698 -0.729
H -3.872 1.575 -1.993
C -0.209 -1.613 -3.924
H -2.840 0.290 -2.613
C 1.883 3.547 -0.562
H 0.577 -3.624 1.781
H -0.849 2.540 -4.141
C -1.277 -0.810 -4.017
C 2.349 -2.609 -1.425
H -3.872 -1.205 2.765
H 3.519 0.785 1.602
F 0.059 1.555 4.386
H -1.902 1.071 3.760
C 1.321 0.513 -2.597
F 1.686 -2.889 3.777
H -2.661 -1.765 -1.728
H 3.015 -1.796 -1.105
H 2.979 -0.871 3.088
F 0.918 0.344 5.970
H -2.191 -1.248 3.308
C -2.454 -0.355 1.406
H 2.425 3.825 2.422
C 2.420 -0.283 3.820
H 2.897 -0.621 -3.473
H 1.856 0.420 -1.641
H 0.519 1.769 -4.887
H -1.055 -4.065 -0.312
C -0.348 -3.760 -1.094
C 0.222 0.260 4.804
H 2.628 4.308 -0.293
H 1.359 2.558 3.089
P 0.847 -2.571 -0.386
H -1.553 3.465 -0.691
H -0.297 -2.641 -3.582
H 0.148 -4.657 -1.489
F -1.010 -0.242 5.116
H -1.365 3.633 1.066
H -1.877 2.667 2.993
H 2.766 -0.541 4.828
H 2.136 3.120 -1.537
H -3.410 1.800 3.235